A molecular structure, C14H14HgIN5 in a non-equilibrium geometry, computed with ωB97M-V/def2-TZVPD.

Values from the calculation:
Total energy (eV): -34464.2454
Spin multiplicity: 1
ΔE to the lowest compared entry with this formula, charge and spin (kcal per mole): 132.9
Kohn-Sham gap (alpha / beta) (eV): 2.6244 / 2.6617
Charge: 0
LUMO energy (alpha / beta) (eV): -5.5 / -5.5
HOMO level (alpha / beta) (eV): -8.12 / -8.14

Geometry (Å):
1 C 1.2975 3.6890 1.7134
2 C 3.3432 0.8861 -0.6484
3 H 1.0432 4.5922 1.1503
4 H 1.8903 3.9623 2.5934
5 H 0.4195 3.1326 2.0574
6 H 2.6092 0.5001 -1.3621
7 H 4.1321 1.4278 -1.1710
8 H 3.7390 0.1052 0.0105
9 C -2.3147 1.4760 -0.3097
10 C -3.5928 1.3065 -0.8819
11 C -3.8117 0.1719 -1.6728
12 C -2.7586 -0.7244 -1.8604
13 H -2.0496 2.3971 0.2160
14 H -4.3563 2.0575 -0.6979
15 H -4.7769 -0.0201 -2.1380
16 H -2.8357 -1.6021 -2.4949
17 N -1.3544 0.5684 -0.4163
18 C -1.5375 -0.5078 -1.1799
19 C -0.4167 -1.4786 -1.2482
20 N 0.7499 -1.0869 -0.7314
21 C 1.7461 -1.9595 -0.6290
22 C 0.4820 -3.6696 -1.7600
23 C 1.6852 -3.2582 -1.1752
24 H 2.6428 -1.6060 -0.1142
25 H 2.5603 -3.9012 -1.1170
26 C -0.5930 -2.7769 -1.7829
27 H -1.5677 -3.0502 -2.1784
28 H 0.3658 -4.6689 -2.1747
29 Hg 2.2705 2.2788 0.4981
30 I 0.3486 3.2941 -1.9349
31 N 0.6985 0.7676 2.3706
32 C 0.2828 0.0465 3.2047
33 N -0.2221 -0.8157 4.0343
34 C -0.0917 -0.7562 5.3276
35 N -0.0272 -0.7775 6.5030

From a natural (NBO) analysis of the wavefunction, the atomic charges in e read: -0.96 -1.18 0.21 0.23 0.24 0.23 0.21 0.21 0.04 -0.26 -0.17 -0.23 0.20 0.22 0.22 0.21 -0.39 0.16 0.16 -0.41 0.05 -0.17 -0.25 0.20 0.22 -0.23 0.21 0.22 1.22 0.07 -0.50 0.51 -0.56 0.42 -0.38

=====

A single C14H14N2 molecule in a non-equilibrium geometry, computed with ωB97M-V/def2-TZVPD.

Values from the calculation:
Total energy (eV): -17725.7297
Spin multiplicity: 1
ΔE to the lowest compared entry with this formula, charge and spin (kcal per mole): 3.1
SMILES: NCC1c2ccccc2Nc2ccccc21
Kohn-Sham gap (eV): 8.5680
Charge: 0
LUMO energy (eV): 1.0
HOMO level (eV): -7.61

Geometry (Å):
1 N 0.3127 -0.9602 3.2645
2 C 0.7687 -0.9930 1.8759
3 C -0.3497 -0.5948 0.8722
4 C -0.1734 -1.2555 -0.4698
5 C -0.7129 -2.5454 -0.7804
6 C -0.6217 -3.0944 -2.0774
7 C 0.0993 -2.4383 -3.0694
8 C 0.6391 -1.1849 -2.7783
9 C 0.5070 -0.5993 -1.5007
10 N 1.0329 0.6691 -1.3401
11 C 0.3815 1.4700 -0.4067
12 C 0.3780 2.8723 -0.5828
13 C -0.3529 3.7168 0.2467
14 C -1.0149 3.1767 1.3675
15 C -1.0197 1.7646 1.5717
16 C -0.3548 0.9145 0.6918
17 H 0.9591 -1.4035 3.8834
18 H 0.1701 -0.0066 3.5441
19 H 1.6182 -0.3112 1.7232
20 H 1.0974 -2.0172 1.6492
21 H -1.2980 -0.9423 1.3090
22 H -1.2699 -3.1016 -0.0210
23 H -1.1295 -4.0295 -2.3307
24 H 0.2164 -2.8711 -4.0821
25 H 1.1745 -0.5889 -3.5368
26 H 1.3342 1.1487 -2.1744
27 H 0.9024 3.2940 -1.4148
28 H -0.3415 4.7573 -0.0154
29 H -1.4365 3.7928 2.1370
30 H -1.5161 1.3608 2.4445

From a natural (NBO) analysis of the wavefunction, the atomic charges in e read: -0.84 -0.20 -0.29 -0.07 -0.17 -0.25 -0.20 -0.27 0.24 -0.59 0.17 -0.25 -0.20 -0.24 -0.19 -0.05 0.36 0.35 0.17 0.20 0.23 0.21 0.22 0.22 0.20 0.39 0.20 0.21 0.21 0.21

=====

A single C14H14N4O2 molecule in a non-equilibrium geometry, computed with ωB97M-V/def2-TZVPD.

Values from the calculation:
Total energy (eV): -24798.9065
Spin multiplicity: 1
ΔE to the lowest compared entry with this formula, charge and spin (kcal per mole): 78.4
SMILES: CC(C)c1cc(C(=O)Nc2cc3ccccn3n2)no1
Kohn-Sham gap (eV): 8.3771
Charge: 0
LUMO energy (eV): 0.3
HOMO level (eV): -8.07

Geometry (Å):
1 C 0.6533 3.4721 -5.0083
2 C 1.3303 3.3469 -3.6531
3 C 2.8316 2.9515 -3.8633
4 C 0.5844 2.4708 -2.6802
5 C 0.9690 1.3158 -2.1062
6 C -0.0393 0.9272 -1.1915
7 C 0.0287 -0.2240 -0.2412
8 O 0.9069 -1.1016 -0.3912
9 N -0.9155 -0.2962 0.7432
10 C -0.9941 -1.2376 1.7565
11 C -0.2287 -2.4489 1.9616
12 C -0.6424 -2.9061 3.1489
13 C -0.3473 -4.1322 3.9376
14 C -1.1318 -4.3758 5.0287
15 C -2.2015 -3.4722 5.4559
16 C -2.3888 -2.3035 4.7000
17 N -1.5864 -2.0316 3.6120
18 N -1.8371 -1.0246 2.7455
19 N -0.9808 1.8300 -1.1575
20 O -0.6212 2.8474 -2.1293
21 H 0.5769 2.4806 -5.5193
22 H -0.3417 3.8804 -4.8865
23 H 1.2317 4.1464 -5.6164
24 H 1.3252 4.3468 -3.2045
25 H 3.2947 2.9455 -2.8936
26 H 3.3277 3.6669 -4.5414
27 H 2.8879 1.9331 -4.2943
28 H 1.8846 0.7644 -2.2633
29 H -1.5924 0.4447 0.7267
30 H 0.5692 -2.8484 1.3227
31 H 0.4922 -4.7262 3.6176
32 H -0.9711 -5.2833 5.6307
33 H -2.8806 -3.7100 6.2693
34 H -3.1934 -1.6485 4.9844

From a natural (NBO) analysis of the wavefunction, the atomic charges in e read: -0.59 -0.27 -0.60 0.35 -0.34 0.06 0.64 -0.59 -0.58 0.32 -0.36 0.13 -0.21 -0.20 -0.29 0.04 -0.16 -0.31 -0.11 -0.30 0.21 0.22 0.21 0.22 0.22 0.22 0.21 0.25 0.43 0.26 0.23 0.22 0.23 0.23

=====

A molecular structure, C14H14N4OPdS in a non-equilibrium geometry, computed with ωB97M-V/def2-TZVPD.

Values from the calculation:
Total energy (eV): -37066.2963
Expectation value of S²: 2.032
Spin multiplicity: 3
Kohn-Sham gap (alpha / beta) (eV): 6.8262 / 5.1780
Charge: 0
LUMO energy (alpha / beta) (eV): 0.5 / -2.6
HOMO level (alpha / beta) (eV): -6.32 / -7.82

Geometry (Å):
1 Pd 1.0013 -2.0584 0.0768
2 N 4.4805 0.5110 0.0276
3 C 3.2739 -0.1229 0.0302
4 S 3.2835 -1.8734 0.0510
5 N 2.1812 0.5895 0.0446
6 N 1.0594 -0.1212 0.1279
7 C -0.1734 0.5269 0.0703
8 C -0.3092 1.9809 -0.0438
9 C -1.1959 2.5194 -0.9847
10 C -1.3721 3.8882 -1.0876
11 C -0.6690 4.7450 -0.2534
12 C 0.2219 4.2244 0.6751
13 C 0.4092 2.8574 0.7778
14 C -1.2881 -0.3376 0.1164
15 C -2.6252 0.0836 0.3234
16 C -3.6301 -0.8437 0.3733
17 C -3.3274 -2.2073 0.2232
18 C -2.0069 -2.5739 0.0677
19 N -1.0186 -1.6895 0.0275
20 H 5.2760 -0.0267 -0.2648
21 H 4.4799 1.4923 -0.1960
22 H -1.7227 1.8538 -1.6561
23 H -2.0563 4.2868 -1.8257
24 H -0.8186 5.8147 -0.3242
25 H 0.7719 4.8894 1.3287
26 H 1.0951 2.4554 1.5072
27 H -2.8255 1.1343 0.4710
28 H -4.6533 -0.5331 0.5383
29 H -4.1041 -2.9564 0.2550
30 H -1.6986 -3.6086 -0.0280
31 C 1.6263 -5.0004 -0.0904
32 O 0.6761 -3.9816 -0.0401
33 H 2.6623 -4.6406 -0.0721
34 H 1.4991 -5.5943 -1.0064
35 H 1.4975 -5.6835 0.7606

From a natural (NBO) analysis of the wavefunction, the atomic charges in e read: 0.85 -0.78 0.25 -0.13 -0.31 -0.31 0.22 -0.12 -0.14 -0.22 -0.20 -0.21 -0.16 0.10 -0.21 -0.18 -0.26 0.08 -0.47 0.40 0.40 0.21 0.22 0.22 0.22 0.23 0.23 0.22 0.23 0.25 -0.23 -0.82 0.15 0.15 0.15

=====

A single C14H14N4OS3 molecule in a non-equilibrium geometry, computed with ωB97M-V/def2-TZVPD.

Values from the calculation:
Total energy (eV): -55258.9834
Spin multiplicity: 1
ΔE to the lowest compared entry with this formula, charge and spin (kcal per mole): 0.0
SMILES: CCN(C(C)=O)c1nnc(CSc2nc3ccccc3s2)s1
Kohn-Sham gap (eV): 8.7989
Charge: 0
LUMO energy (eV): 0.2
HOMO level (eV): -8.61

Geometry (Å):
1 C 3.8241 3.6460 -1.0011
2 C 3.4549 2.3677 -1.7394
3 N 2.1209 1.8937 -1.3521
4 C 1.0690 2.2731 -2.1777
5 C -0.3180 1.8119 -1.8307
6 O 1.2920 2.9518 -3.1524
7 C 2.0834 1.1847 -0.1919
8 N 3.1629 0.9633 0.4949
9 N 2.9827 0.2476 1.5844
10 C 1.7704 -0.1103 1.8020
11 C 1.3455 -0.9335 2.9481
12 S 0.9568 -2.6582 2.4263
13 C -0.6363 -2.4771 1.7712
14 N -1.1402 -3.3455 0.9840
15 C -2.4246 -3.0525 0.6361
16 C -3.2339 -3.8064 -0.2079
17 C -4.5128 -3.3632 -0.4727
18 C -4.9974 -2.1834 0.0866
19 C -4.2123 -1.4179 0.9282
20 C -2.9306 -1.8596 1.1999
21 S -1.7228 -1.1242 2.2102
22 S 0.6599 0.4566 0.5574
23 H 3.8578 3.4657 0.0701
24 H 4.8032 3.9822 -1.3288
25 H 3.0982 4.4272 -1.2139
26 H 3.4218 2.5487 -2.8147
27 H 4.1690 1.5765 -1.5103
28 H -0.9907 2.1882 -2.5978
29 H -0.3772 0.7253 -1.8105
30 H -0.6319 2.2017 -0.8641
31 H 0.4657 -0.5304 3.4486
32 H 2.1749 -1.0275 3.6475
33 H -2.8460 -4.7179 -0.6324
34 H -5.1513 -3.9398 -1.1247
35 H -6.0023 -1.8598 -0.1379
36 H -4.5844 -0.5046 1.3655

From a natural (NBO) analysis of the wavefunction, the atomic charges in e read: -0.62 -0.22 -0.46 0.70 -0.73 -0.58 0.25 -0.33 -0.23 0.01 -0.57 0.34 -0.08 -0.46 0.17 -0.22 -0.21 -0.21 -0.22 -0.23 0.33 0.32 0.22 0.22 0.21 0.24 0.23 0.25 0.24 0.24 0.24 0.27 0.23 0.22 0.22 0.22

=====

A molecular structure, C14H14O5 in a non-equilibrium geometry, computed with ωB97M-V/def2-TZVPD.

Values from the calculation:
Total energy (eV): -24969.5969
Spin multiplicity: 1
ΔE to the lowest compared entry with this formula, charge and spin (kcal per mole): 310.5
Kohn-Sham gap (eV): 7.9372
Charge: 0
LUMO energy (eV): -0.1
HOMO level (eV): -8.07

Geometry (Å):
1 C 1.2000 -4.5205 2.2948
2 C 1.8546 -3.7467 1.0587
3 O 1.7946 -2.3247 1.2969
4 C 0.7807 -1.7054 1.0210
5 C 0.9057 -0.4750 1.1653
6 C -0.0569 0.4499 1.1427
7 C -1.1328 -0.0155 0.6624
8 C -1.5553 -1.4114 0.2763
9 C -0.4858 -2.2894 0.5490
10 H -0.5189 -3.2350 0.2552
11 H -2.5059 -1.6856 0.0704
12 O -2.5863 0.6671 0.3962
13 C -2.3076 2.0816 0.2186
14 C -1.3577 2.7996 -0.4492
15 C -0.6025 3.7808 -0.4707
16 C 0.3818 3.8894 -1.4707
17 C 0.0482 2.8033 -2.3959
18 C 0.4949 2.3066 -3.5577
19 O -0.1152 1.4149 -4.1913
20 O 1.4065 3.1690 -3.9681
21 H 1.6116 2.6898 -4.9562
22 O -1.0068 2.1097 -1.4496
23 H 0.9600 4.6787 -1.7160
24 H -0.4271 4.5979 0.5789
25 H -2.4386 2.4426 1.4114
26 H -3.3849 2.6065 0.0805
27 H 0.0937 1.4939 1.2533
28 H 1.6725 0.0596 1.8501
29 H 1.5491 -4.1416 0.2575
30 H 2.9986 -4.1096 1.1327
31 H -0.0089 -4.2849 2.3665
32 H 1.5573 -4.4673 3.1604
33 H 1.1815 -5.6284 2.1264

From a natural (NBO) analysis of the wavefunction, the atomic charges in e read: -0.60 -0.05 -0.45 0.29 -0.25 -0.31 0.32 -0.17 -0.26 0.20 0.23 -0.53 -0.12 0.22 -0.25 -0.15 0.11 0.65 -0.59 -0.64 0.51 -0.39 0.22 0.18 0.19 0.24 0.24 0.22 0.17 0.19 0.20 0.19 0.21